1.
Molecular formula: C20H23Br2Cl24N3NbS3
Method: DFT, ωB97M-V/def2-TZVPD

Results
Molar mass = 1505.2 u
Lowest unoccupied orbital energy = 0.90 eV
Total charge = -1

Geometry (Å):
1 C 4.538 -1.328 5.904
2 C 5.069 -2.081 4.801
3 Nb 5.238 -1.361 2.637
4 S 6.192 0.833 3.444
5 C 3.152 -0.476 2.877
6 C 2.966 1.004 2.267
7 C 1.450 1.064 1.656
8 S 0.224 0.735 3.057
9 C -0.733 -0.803 2.595
10 S -2.371 -0.759 2.168
11 N -0.095 -2.136 2.615
12 C 0.083 -3.085 1.512
13 C 0.805 -4.378 1.932
14 N 1.063 -4.146 3.367
15 C 0.516 -2.865 3.746
16 N 7.157 -2.341 2.576
17 C 7.032 -3.842 2.426
18 C 6.535 -4.285 0.950
19 C 5.261 -0.768 0.448
20 Br 3.531 -1.032 -0.569
21 C 6.325 -0.254 -0.337
22 C 6.205 0.089 -1.920
23 Br 8.075 0.090 0.492
24 H 5.043 -0.444 6.418
25 H 3.533 -1.676 6.365
26 H 5.458 -3.154 5.015
27 H 4.415 -2.932 2.151
28 H 6.259 0.775 4.831
29 H 2.434 -1.166 2.278
30 H 2.757 -0.454 3.948
31 H 3.754 1.313 1.501
32 H 2.983 1.755 3.135
33 H 1.185 2.082 1.211
34 H 1.300 0.193 0.922
35 H -0.250 -2.973 0.429
36 H 1.092 -5.303 1.338
37 H 0.538 -2.421 4.805
38 H 7.634 -2.101 3.459
39 H 6.256 -4.226 3.192
40 H 8.026 -4.377 2.649
41 H 6.347 -3.366 0.280
42 H 5.490 -4.766 1.092
43 H 7.195 -5.081 0.462
44 H 5.788 -0.796 -2.513
45 H 5.570 1.040 -2.028
46 H 7.237 0.354 -2.372
47 C -1.944 0.924 -1.989
48 Cl -1.972 2.242 -0.799
49 Cl -1.316 1.533 -3.536
50 Cl -0.898 -0.382 -1.397
51 Cl -3.594 0.302 -2.223
52 C -4.721 4.651 1.140
53 Cl -5.219 3.387 2.285
54 Cl -5.458 4.337 -0.446
55 Cl -5.254 6.238 1.738
56 Cl -2.952 4.640 0.983
57 C -7.143 -0.409 -4.874
58 Cl -5.811 -0.165 -3.723
59 Cl -6.485 -0.959 -6.430
60 Cl -8.262 -1.633 -4.237
61 Cl -8.011 1.124 -5.107
62 C -7.853 0.225 3.967
63 Cl -8.592 0.753 5.495
64 Cl -6.232 0.936 3.817
65 Cl -7.726 -1.547 3.951
66 Cl -8.862 0.759 2.606
67 C -5.185 2.033 -8.865
68 Cl -4.369 2.944 -10.155
69 Cl -5.951 0.586 -9.556
70 Cl -3.996 1.547 -7.639
71 Cl -6.427 3.057 -8.113
72 C -8.805 6.545 -8.822
73 Cl -7.162 6.360 -9.471
74 Cl -9.990 6.188 -10.097
75 Cl -9.038 5.419 -7.466
76 Cl -9.033 8.212 -8.252

Atomic partial charges in e from the Löwdin method, atoms 1 to 6: number 1, C, carries -0.151; number 2, C, carries -0.347; number 3, Nb, carries 1.324; number 4, S, carries 0.146; number 5, C, carries -0.463; number 6, C, carries -0.375

---

2.
Molecular formula: C32H34N5O3SSe2Ti
Method: DFT, ωB97M-V/def2-TZVPD

Results
Molar mass = 774.5 u
ΔE to the lowest compared entry with this formula, charge and spin = 90.7 kJ/mol
Lowest unoccupied orbital energy (spin up / spin down) = 1.87 / 1.77 eV
Spin multiplicity = 3
Total charge = -1

Geometry (Å):
1 Ti -0.954 -0.294 0.502
2 S 0.190 2.876 3.045
3 C -1.111 3.649 2.183
4 C -1.327 5.002 1.954
5 C -2.428 5.365 1.205
6 C -3.318 4.399 0.727
7 C -3.111 3.056 0.967
8 C -1.970 2.674 1.667
9 N -1.570 1.365 1.921
10 C -0.489 1.328 2.665
11 C 0.048 0.052 3.139
12 C 0.891 0.021 4.251
13 C 1.245 -1.215 4.768
14 C 0.752 -2.375 4.174
15 C -0.031 -2.310 3.024
16 C -0.390 -1.089 2.448
17 H -0.636 5.750 2.323
18 H -2.595 6.403 0.952
19 H -4.154 4.721 0.123
20 H -3.784 2.300 0.585
21 H 1.243 0.932 4.720
22 H 1.882 -1.280 5.641
23 H 0.997 -3.339 4.607
24 H -0.357 -3.238 2.564
25 O 2.915 -2.132 -2.591
26 C 3.111 -3.104 -1.591
27 C 2.173 -3.072 -0.373
28 C 2.768 -4.153 0.558
29 O 1.989 -4.453 1.701
30 C 0.723 -3.498 -0.681
31 Se -0.069 -2.961 -2.392
32 C 2.303 -1.738 0.384
33 Se 1.427 -0.146 -0.371
34 H 2.422 -1.379 -2.227
35 H 4.139 -3.027 -1.205
36 H 3.023 -4.084 -2.074
37 H 3.781 -3.849 0.850
38 H 2.846 -5.092 0.004
39 H 1.839 -3.642 2.201
40 H 0.047 -3.132 0.092
41 H 0.671 -4.586 -0.657
42 H 3.368 -1.508 0.468
43 H 1.916 -1.843 1.397
44 C -3.246 -3.247 -3.324
45 N -2.980 -2.936 -1.934
46 C -2.947 -4.131 -1.111
47 C -1.811 -2.109 -1.773
48 O -1.708 -1.682 -0.480
49 H -4.222 -3.727 -3.407
50 H -2.491 -3.921 -3.757
51 H -3.265 -2.326 -3.910
52 H -2.164 -4.833 -1.436
53 H -3.913 -4.634 -1.171
54 H -2.761 -3.851 -0.076
55 H -1.900 -1.266 -2.464
56 C -3.110 2.288 -2.391
57 C -2.620 1.237 -1.631
58 N -1.420 1.334 -1.012
59 C -0.739 2.465 -1.107
60 C -1.195 3.631 -1.765
61 C -2.419 3.479 -2.468
62 C -0.381 4.793 -1.698
63 C -0.615 6.135 -1.990
64 C -1.794 6.896 -2.155
65 C -1.702 8.282 -2.485
66 C -2.847 9.017 -2.576
67 N -4.080 8.500 -2.370
68 C -4.073 7.205 -2.074
69 N -3.047 6.383 -1.950
70 H -4.051 2.169 -2.914
71 H -3.157 0.305 -1.509
72 H 0.223 2.487 -0.600
73 H -2.814 4.307 -3.034
74 H 0.635 4.583 -1.368
75 H 0.284 6.745 -2.012
76 H -0.735 8.737 -2.659
77 H -2.807 10.074 -2.823
78 H -5.051 6.757 -1.900

Atomic partial charges in e from the Löwdin method, atoms 1 to 6: number 1, Ti, carries 0.790; number 2, S, carries 1.124; number 3, C, carries -0.454; number 4, C, carries -0.081; number 5, C, carries -0.077; number 6, C, carries -0.068

---

3.
Molecular formula: C36H99N9O9
Method: DFT, ωB97M-V/def2-TZVPD

Results
Molar mass = 802.2 u
ΔE to the lowest compared entry with this formula, charge and spin = 3250.7 kJ/mol
Lowest unoccupied orbital energy = 0.42 eV
Total charge = 0

Geometry (Å):
1 C -1.888 0.042 -3.376
2 C -1.004 -1.008 -3.989
3 C 0.228 -0.344 -4.706
4 O 0.013 0.964 -5.293
5 C -0.730 0.933 -6.554
6 N -0.544 -1.918 -2.853
7 H -1.333 0.733 -2.741
8 H -2.778 -0.225 -2.807
9 H -2.315 0.829 -3.997
10 H -1.646 -1.663 -4.578
11 H 0.640 -0.970 -5.498
12 H 1.027 -0.069 -4.018
13 H -0.817 1.957 -6.918
14 H -1.776 0.633 -6.488
15 H -0.288 0.214 -7.243
16 H -0.166 -1.315 -2.137
17 H 0.189 -2.510 -3.217
18 C -2.122 -4.031 -4.951
19 C -3.135 -4.836 -4.100
20 C -4.436 -3.977 -3.884
21 O -4.305 -2.784 -3.039
22 C -3.516 -1.686 -3.543
23 N -3.609 -5.884 -5.002
24 H -2.743 -3.483 -5.660
25 H -1.417 -4.714 -5.423
26 H -1.612 -3.335 -4.284
27 H -2.623 -5.159 -3.193
28 H -5.234 -4.550 -3.411
29 H -4.908 -3.788 -4.849
30 H -2.598 -1.550 -2.971
31 H -4.085 -0.770 -3.387
32 H -3.204 -1.678 -4.588
33 H -2.842 -6.482 -5.275
34 H -4.283 -6.462 -4.519
35 C 1.746 4.608 6.394
36 C 0.396 3.935 6.091
37 C 0.240 3.546 4.618
38 O 1.418 2.881 4.194
39 C 1.213 2.049 3.003
40 N 0.155 2.818 6.911
41 H 1.943 5.549 5.881
42 H 2.587 3.989 6.082
43 H 1.795 4.826 7.461
44 H -0.387 4.655 6.329
45 H 0.321 4.438 3.998
46 H -0.690 3.020 4.403
47 H 0.549 1.217 3.234
48 H 2.203 1.671 2.747
49 H 0.838 2.541 2.105
50 H 0.831 2.143 6.582
51 H -0.701 2.456 6.516
52 C 5.229 0.452 2.529
53 C 5.021 -1.059 2.452
54 C 4.264 -1.467 1.163
55 O 2.929 -0.852 1.100
56 C 2.228 -1.058 -0.139
57 N 6.352 -1.518 2.615
58 H 4.295 1.004 2.634
59 H 5.650 0.884 1.621
60 H 5.780 0.709 3.433
61 H 4.348 -1.422 3.229
62 H 4.214 -2.555 1.213
63 H 4.913 -1.221 0.322
64 H 1.192 -0.720 -0.163
65 H 2.127 -2.130 -0.309
66 H 2.803 -0.638 -0.964
67 H 6.414 -2.525 2.661
68 H 6.702 -1.203 3.509
69 C 6.625 4.069 3.459
70 C 5.752 3.574 2.297
71 C 4.443 4.336 1.993
72 O 3.572 3.571 1.066
73 C 2.347 4.231 0.963
74 N 6.394 3.450 1.019
75 H 6.215 3.968 4.464
76 H 6.716 5.144 3.303
77 H 7.598 3.581 3.393
78 H 5.474 2.569 2.615
79 H 4.596 5.371 1.686
80 H 3.931 4.296 2.955
81 H 1.770 3.389 0.581
82 H 2.164 5.047 0.264
83 H 1.850 4.476 1.902
84 H 5.643 3.111 0.435
85 H 6.548 4.394 0.697
86 C 0.721 5.606 -0.106
87 C -0.070 5.706 1.193
88 C -1.269 4.761 1.245
89 O -2.037 4.988 2.424
90 C -3.072 4.026 2.595
91 N 0.914 5.539 2.261
92 H 0.002 5.478 -0.915
93 H 1.535 4.881 -0.126
94 H 1.161 6.570 -0.360
95 H -0.381 6.750 1.155
96 H -0.997 3.706 1.252
97 H -1.860 4.930 0.345
98 H -3.843 4.364 3.288
99 H -2.813 3.005 2.876
100 H -3.621 3.779 1.687
101 H 0.349 5.347 3.076
102 H 1.297 6.460 2.422
103 C 0.434 2.375 0.415
104 C 0.136 1.331 -0.621
105 C -1.068 0.442 -0.245
106 O -1.256 -0.484 -1.313
107 C -2.525 -1.075 -1.463
108 N -0.103 2.022 -1.892
109 H 0.553 2.056 1.451
110 H -0.349 3.131 0.365
111 H 1.286 3.021 0.203
112 H 1.003 0.671 -0.654
113 H -1.990 1.014 -0.142
114 H -0.904 -0.168 0.643
115 H -2.917 -1.427 -0.509
116 H -2.398 -2.000 -2.024
117 H -3.305 -0.506 -1.969
118 H -0.252 1.368 -2.647
119 H -0.995 2.484 -1.784
120 C -0.425 -4.706 -2.341
121 C -0.705 -4.365 -0.918
122 C 0.437 -3.684 -0.196
123 O 1.572 -4.623 -0.024
124 C 1.328 -5.806 0.697
125 N -1.845 -3.494 -0.844
126 H 0.645 -4.899 -2.416
127 H -0.766 -3.925 -3.021
128 H -0.904 -5.681 -2.423
129 H -1.012 -5.268 -0.392
130 H 0.087 -3.440 0.807
131 H 0.679 -2.802 -0.790
132 H 0.780 -6.606 0.200
133 H 0.745 -5.548 1.582
134 H 2.317 -6.187 0.951
135 H -2.534 -3.588 -1.576
136 H -1.442 -2.570 -0.914
137 C -4.566 -3.764 1.846
138 C -3.849 -3.304 0.569
139 C -4.717 -3.069 -0.682
140 O -5.366 -4.328 -1.116
141 C -4.544 -5.404 -1.532
142 N -3.056 -2.094 0.807
143 H -5.097 -4.707 1.712
144 H -5.357 -3.075 2.140
145 H -3.880 -3.897 2.682
146 H -3.118 -4.058 0.278
147 H -4.271 -2.593 -1.555
148 H -5.467 -2.298 -0.510
149 H -3.967 -4.963 -2.345
150 H -4.986 -6.331 -1.897
151 H -3.719 -5.671 -0.872
152 H -2.302 -2.025 0.139
153 H -2.759 -2.094 1.772

Atomic partial charges in e from the Löwdin method, atoms 1 to 6: number 1, C, carries -0.139; number 2, C, carries -0.285; number 3, C, carries -0.136; number 4, O, carries -0.206; number 5, C, carries -0.081; number 6, N, carries 0.029

---

4.
Molecular formula: C3H6N2
Method: DFT, ωB97M-V/def2-TZVPD

Results
Molar mass = 70.1 u
ΔE to the lowest compared entry with this formula, charge and spin = 384.7 kJ/mol
Lowest unoccupied orbital energy = 1.14 eV
Total charge = 0

Geometry (Å):
1 C 1.346 -0.875 -0.003
2 C -0.741 -0.292 -0.172
3 C -0.829 1.166 0.155
4 N 2.043 0.107 0.044
5 N -1.486 -1.205 -0.468
6 H 1.529 -2.030 -0.040
7 H 0.241 1.431 -0.083
8 H -1.685 1.574 -0.441
9 H -0.935 1.050 1.231
10 H 3.045 0.219 0.089
11 H -2.528 -1.147 -0.311

Atomic partial charges in e from the Löwdin method, atoms 1 to 6: number 1, C, carries -0.128; number 2, C, carries -0.337; number 3, C, carries -0.085; number 4, N, carries 0.021; number 5, N, carries 0.069; number 6, H, carries 0.094